Density functional theory data (ωB97M-V/def2-TZVPD) for 2 unconnected molecules or ions with the total composition C3H7BO2S.

Each line ends with the Löwdin charge.
Element x y z (Å)
B (-2.131051, -0.171261, 0.128004)  -0.83
C (-1.150470, -1.026718, 0.805057)  0.24
C (0.776571, -0.596400, -0.030782)  -0.44
C (3.135442, 0.333971, -0.254142)  -0.35
O (-1.927357, 1.111628, -0.378145)  0.08
O (-3.452216, -0.506992, 0.402839)  0.08
S (2.184443, -0.973732, 0.663928)  0.83
H (-1.039260, -1.874961, 1.385514)  0.00
H (0.695418, 0.221136, -0.702190)  -0.02
H (3.926527, 0.801930, 0.280396)  0.02
H (2.319848, 0.994864, -0.768656)  0.07
H (3.558979, -0.210706, -1.114311)  0.03
H (-2.780224, 1.657515, -0.544824)  0.14
H (-4.116651, 0.239732, 0.127315)  0.14

Forces on the atoms, in the same order (eV/Å):
-2.505 1.904 0.525
6.401 1.577 -2.843
-6.787 -1.302 1.979
-1.747 -0.758 -2.381
-1.176 1.101 -0.835
-2.236 1.657 -0.986
1.862 0.635 0.385
-0.129 -1.444 0.867
-0.316 0.439 -0.435
0.243 0.567 0.624
1.949 -0.652 1.517
0.204 0.272 0.360
2.346 -1.709 0.389
1.891 -2.287 0.833

Values from the calculation:
HOMO level (alpha / beta), eV: -6.79 / -8.62
Lowest unoccupied orbital energy (alpha / beta), eV: -0.61 / 0.30
Multiplicity: 1



Density functional theory data (ωB97M-V/def2-TZVPD) for C11H14N2O3S in the gas phase.

Each line ends with the Löwdin charge.
Element x y z (Å)
O (-1.771707, -2.472104, -3.031296)  -0.32
O (-1.814423, -0.087496, -2.991859)  -0.29
N (1.043507, -2.118231, -0.885307)  0.14
O (0.140312, -1.340754, -3.971260)  -0.15
C (0.008280, -1.340686, -1.153392)  -0.23
C (2.565895, -2.064589, 2.589423)  -0.09
C (1.736232, -1.060353, 3.127377)  -0.06
C (2.462808, -2.399333, 1.222115)  0.00
C (0.757373, -0.433012, 2.299709)  -0.01
C (1.436756, -1.820741, 0.421781)  -0.22
C (0.612366, -0.870455, 0.997790)  -0.20
N (-0.280671, -0.529355, 0.005442)  -0.01
C (-0.026905, 2.125674, -1.124210)  -0.07
C (-1.894855, 2.923396, 0.290011)  -0.08
C (-1.380490, 0.429956, 0.200190)  -0.10
C (-0.775737, 1.874602, 0.174944)  -0.39
S (-0.967532, -1.258044, -2.775058)  0.73
H (-0.085893, -2.209224, -4.290870)  0.07
H (3.296221, -2.566578, 3.222950)  0.10
H (1.763082, -0.693819, 4.157647)  0.10
H (3.166373, -3.087333, 0.723134)  0.12
H (0.156848, 0.361943, 2.672326)  0.09
H (-0.675123, 2.059896, -1.998089)  0.08
H (0.758124, 1.401973, -1.248357)  0.07
H (0.440515, 3.101169, -1.139105)  0.08
H (-2.435598, 2.843752, 1.253697)  0.08
H (-2.659948, 2.766890, -0.497355)  0.09
H (-1.480816, 3.928976, 0.215061)  0.08
H (-1.913340, 0.198816, 1.129131)  0.13
H (-2.108176, 0.310057, -0.608132)  0.11
H (-0.073477, 2.025004, 1.011562)  0.13

Forces on the atoms, in the same order (eV/Å):
2.086 1.045 1.573
2.492 -0.475 1.478
-0.709 0.685 -0.910
-0.256 1.236 2.162
0.947 0.785 2.550
-0.167 0.080 -1.075
-1.578 0.886 -1.303
0.006 -0.103 -0.119
1.358 -0.861 1.279
0.846 -1.143 0.312
-0.451 0.020 -1.349
-1.443 -0.418 -1.601
-0.072 -0.175 -0.104
-0.614 -0.580 0.461
0.829 0.691 -0.321
-0.907 0.247 -0.113
-3.255 -1.326 -2.329
0.135 -1.007 -0.690
-0.093 0.191 -0.263
0.353 -0.446 -0.331
-0.486 0.226 0.565
-0.410 0.400 0.380
-0.152 -0.042 0.064
0.499 -0.347 -0.162
0.060 0.308 0.146
0.296 0.073 -0.349
0.494 0.191 0.228
-0.102 -0.018 -0.068
0.287 0.073 0.016
0.248 0.094 0.029
-0.244 -0.290 -0.153

Values from the calculation:
HOMO level, eV: -9.01
Lowest unoccupied orbital energy, eV: -0.22
Multiplicity: 1



Density functional theory data (ωB97M-V/def2-TZVPD) for a molecular structure, C42H34N7O3OsPS.

Each line ends with the Löwdin charge.
Element x y z (Å)
Os (-0.155495, -0.011067, -0.146918)  1.32
C (-0.454429, -0.755071, 4.110446)  -0.06
C (-0.797500, -0.579345, 2.777194)  -0.07
N (0.141516, -0.289489, 1.876815)  -0.05
C (1.427673, -0.196361, 2.294067)  -0.17
C (1.727166, -0.377209, 3.638554)  -0.03
N (0.797153, -0.649233, 4.539672)  0.13
C (2.415986, 0.034581, 1.231276)  -0.19
C (3.780546, 0.175581, 1.392905)  0.08
C (4.598653, 0.303820, 0.267806)  -0.11
C (4.001841, 0.273511, -0.994817)  0.07
C (2.629350, 0.156274, -1.102079)  -0.24
N (1.865453, 0.042534, -0.001972)  -0.06
C (1.852296, 0.060981, -2.345845)  -0.21
C (2.395226, 0.097099, -3.620446)  -0.04
N (1.670817, -0.151592, -4.702156)  0.14
C (0.398023, -0.465067, -4.517565)  -0.05
C (-0.188030, -0.477223, -3.255971)  -0.06
N (0.531747, -0.175889, -2.177594)  -0.03
C (6.060788, 0.461294, 0.413099)  -0.18
C (6.940657, -0.175437, -0.456548)  -0.01
C (8.303117, 0.005851, -0.269169)  -0.11
N (8.812679, 0.767463, 0.691458)  0.09
C (7.970326, 1.377870, 1.516195)  -0.11
C (6.591679, 1.254562, 1.425746)  -0.01
H (-1.216219, -0.984521, 4.844373)  0.13
H (-1.817930, -0.636217, 2.423961)  0.11
H (2.747387, -0.305582, 3.993960)  0.13
H (4.222314, 0.162200, 2.379057)  0.13
H (4.613901, 0.367718, -1.880592)  0.13
H (3.441730, 0.329910, -3.772270)  0.13
H (-0.191119, -0.707160, -5.392672)  0.13
H (-1.234854, -0.694001, -3.118254)  0.12
H (6.585761, -0.827245, -1.244327)  0.12
H (9.015445, -0.487117, -0.920187)  0.12
H (8.415915, 1.997068, 2.285809)  0.12
H (5.953382, 1.791400, 2.116331)  0.11
O (-1.878210, 1.273917, -2.083127)  -0.35
S (-2.835325, 1.155997, -0.994385)  0.53
O (-4.160317, 0.727858, -1.279563)  -0.23
O (-2.187720, 0.228505, 0.052177)  -0.54
C (-2.831941, 2.726927, -0.211530)  -0.27
C (-4.019569, 3.413923, -0.042258)  -0.02
C (-3.984510, 4.703261, 0.474415)  -0.03
C (-2.770640, 5.283042, 0.804798)  -0.03
C (-1.585825, 4.575735, 0.646590)  -0.06
C (-1.598388, 3.281491, 0.136459)  -0.32
P (-0.002501, 2.398281, -0.009505)  1.05
C (0.839786, 3.167848, -1.415215)  -0.32
C (0.065934, 3.693917, -2.451157)  -0.06
C (0.675224, 4.199320, -3.589049)  -0.04
C (2.058113, 4.189788, -3.706731)  -0.05
C (2.835078, 3.671837, -2.680115)  -0.06
C (2.230155, 3.156168, -1.544725)  -0.12
C (0.780540, 2.923334, 1.553149)  -0.35
C (0.031183, 2.670918, 2.708523)  -0.12
C (0.526637, 2.990083, 3.958643)  -0.06
C (1.784067, 3.573180, 4.077042)  -0.05
C (2.518025, 3.859799, 2.937702)  -0.05
C (2.018200, 3.543310, 1.679019)  -0.07
H (-4.950390, 2.944841, -0.330554)  0.13
H (-4.904946, 5.254663, 0.607304)  0.12
H (-2.739399, 6.291909, 1.192787)  0.12
H (-0.649102, 5.040140, 0.927694)  0.12
H (-1.012395, 3.705953, -2.375441)  0.11
H (0.065559, 4.609497, -4.382612)  0.12
H (2.529617, 4.594888, -4.591866)  0.12
H (3.914919, 3.679622, -2.757408)  0.12
H (2.855896, 2.751746, -0.762076)  0.08
H (-0.965911, 2.252719, 2.623710)  0.11
H (-0.070605, 2.802433, 4.841408)  0.12
H (2.172181, 3.830449, 5.053231)  0.12
H (3.475188, 4.357593, 3.019777)  0.12
H (2.590455, 3.827357, 0.809901)  0.09
C (-2.976692, -2.533026, 0.586102)  0.01
C (-1.643604, -2.935364, 0.081651)  -0.22
C (-1.388871, -4.346282, -0.127860)  0.03
C (-0.109282, -4.465470, -0.529823)  0.02
C (0.423229, -3.144186, -0.562642)  -0.22
C (1.839483, -2.877904, -0.894862)  0.02
N (-0.530410, -2.211165, -0.208298)  0.00
H (-3.733890, -2.927069, -0.098027)  0.12
H (-3.138042, -1.476068, 0.712288)  0.05
H (-3.148114, -3.059882, 1.531033)  0.12
H (-2.125302, -5.118403, 0.025072)  0.14
H (0.442608, -5.357429, -0.776370)  0.13
H (2.351266, -3.823456, -1.055533)  0.10
H (2.354341, -2.346998, -0.090139)  0.10
H (1.941169, -2.289935, -1.807244)  0.09

Forces on the atoms, in the same order (eV/Å):
0.719 -0.272 -0.083
0.007 -0.008 0.007
0.029 0.017 0.106
-0.055 0.091 -0.027
-0.085 -0.027 0.018
0.010 0.021 -0.138
-0.086 -0.011 0.056
0.000 0.030 -0.138
-0.028 0.011 -0.032
-0.070 -0.020 -0.081
0.083 0.006 0.106
-0.051 0.079 0.077
-0.026 -0.093 0.123
0.024 -0.049 0.060
0.007 0.006 -0.030
0.117 0.036 -0.028
-0.109 -0.085 0.076
0.019 -0.037 -0.187
-0.249 0.226 0.229
0.067 0.008 -0.001
-0.056 0.037 0.050
-0.001 -0.018 -0.030
0.074 0.010 0.011
-0.010 0.015 0.021
-0.041 -0.050 -0.046
-0.010 -0.003 0.014
0.009 0.031 0.003
0.009 0.007 -0.001
-0.002 0.003 0.010
0.010 0.011 -0.009
0.005 -0.003 -0.006
-0.012 0.025 -0.004
0.000 0.054 0.004
0.000 -0.005 -0.010
-0.004 0.000 -0.001
-0.005 0.002 0.001
-0.001 0.005 0.002
-0.399 0.080 0.034
0.348 -0.058 -0.129
-0.185 -0.004 0.073
-0.204 -0.015 -0.027
0.042 -0.033 -0.047
-0.014 0.024 -0.013
-0.012 -0.038 -0.015
0.011 0.006 -0.002
-0.015 0.000 -0.006
0.012 0.015 0.014
-0.095 -0.204 -0.035
-0.006 -0.003 -0.015
0.014 0.001 0.013
0.013 0.001 -0.006
-0.001 0.002 0.004
0.007 0.002 -0.015
-0.004 0.003 0.002
-0.006 -0.034 -0.013
0.003 -0.033 -0.011
0.014 -0.004 0.020
0.009 0.006 -0.007
0.001 0.002 0.036
0.016 0.018 0.011
-0.006 0.000 0.001
-0.007 0.000 -0.001
-0.003 0.009 0.001
0.003 0.004 0.002
-0.001 -0.008 -0.002
-0.002 0.000 -0.005
0.002 0.003 -0.005
0.005 0.001 -0.005
-0.007 -0.006 -0.035
-0.004 -0.014 0.001
-0.001 -0.002 0.003
0.004 0.004 0.009
0.007 0.002 0.005
0.003 0.008 0.022
0.349 0.153 -0.171
-0.191 0.577 0.122
0.220 -0.582 -0.179
-0.503 -0.571 -0.032
0.283 0.985 0.087
-0.223 -0.271 0.230
0.292 -0.121 0.115
-0.038 -0.055 -0.048
0.075 0.125 -0.029
0.015 -0.080 0.026
-0.003 -0.035 0.031
0.004 -0.021 0.015
0.000 -0.022 0.002
-0.087 0.026 -0.049
-0.025 0.103 -0.096

Values from the calculation:
Charge: +2
HOMO level (alpha / beta), eV: -12.76 / -12.75
Lowest unoccupied orbital energy (alpha / beta), eV: -8.99 / -8.99
Multiplicity: 1



Summary of maximum force in eV Å⁻¹
7.19; 4.22; 1.03
(order as listed above)
Summary of ΔE to the lowest compared entry with this formula, charge and spin in kcal/mol
137.1; 47.9; 0.0
(order as listed above)